Entry 1:
The following is a quantum chemistry calculation of a cluster of 2 separate species, H3NP2S in total, from the OMol25 dataset.

Cartesian coordinates (Å):
N1 1.788 -1.560 0.058
P1 0.673 -0.433 -0.052
P2 -2.278 0.233 -0.479
S1 1.451 1.375 0.050
H1 2.666 -1.271 -0.380
H2 -2.434 0.019 0.950
H3 -1.867 1.636 -0.147

Summary:
DFT total energy = -30948.2267 eV
energy above the lowest of the compared OMol25 structures with the same formula, charge and spin = 342.7 kJ/mol
frontier orbital gap (spin up / spin down) = 5.7 / 6.9 eV

Entry 2:
The following is a quantum chemistry calculation of a cluster of 2 separate species, H3O2PS in total, from the OMol25 dataset.

Cartesian coordinates (Å):
O1 -1.299 1.207 0.714
O2 0.091 -1.240 -0.692
P1 0.282 0.872 0.799
S1 0.981 -2.408 -0.457
H1 -1.781 0.707 0.050
H2 0.337 0.019 1.973
H3 2.000 -2.404 -1.276

Summary:
2S+1 = 3
DFT total energy = -24264.3324 eV
energy above the lowest of the compared OMol25 structures with the same formula, charge and spin = 134.8 kJ/mol
frontier orbital gap (spin up / spin down) = 7.7 / 7.3 eV